Entry from the Open Molecules 2025 dataset: a 17-piece molecular cluster, C84H193N9O17 overall (wB97M-V/def2-TZVPD).

For the total energy, the calculation gives -138441.676 eV. The frontier orbital gap comes out at 7.87 eV. The value obtained for the LUMO energy is 0.011 Ha. As for the net charge: 0.

Cartesian coordinates (Å):
O (-3.381, 1.981, -0.288)
H (-2.861, 1.852, -1.081)
H (-3.819, 2.822, -0.423)
O (-2.544, 2.752, -2.839)
H (-1.611, 2.800, -3.049)
H (-2.899, 3.593, -3.128)
O (2.563, 3.709, -2.487)
H (2.084, 2.986, -2.083)
H (3.190, 3.985, -1.819)
O (-0.108, 3.155, -3.674)
H (0.453, 2.522, -4.121)
H (0.347, 3.991, -3.771)
O (1.284, 1.333, -5.130)
H (0.692, 0.659, -5.461)
H (2.148, 0.920, -5.141)
C (-3.480, -1.852, 3.293)
O (-4.596, -2.265, 4.123)
H (-3.734, -2.262, 2.315)
H (-3.391, -0.767, 3.348)
H (-2.489, -2.243, 3.527)
H (-5.116, -2.744, 3.474)
C (-0.481, -0.528, -7.291)
O (-0.299, -0.816, -5.896)
H (-0.236, -1.347, -7.966)
H (-1.441, -0.071, -7.531)
H (0.287, 0.177, -7.607)
H (-0.218, -1.771, -5.838)
C (4.928, 2.617, -0.066)
O (3.861, 3.544, -0.072)
H (5.644, 3.082, 0.611)
H (4.608, 1.628, 0.261)
H (5.363, 2.670, -1.064)
H (3.646, 3.724, 0.846)
C (-7.078, -1.667, -2.584)
C (-5.663, -1.479, -3.033)
C (-5.233, -2.637, -3.917)
C (-5.682, -2.574, -5.393)
C (-5.171, -1.259, -5.942)
C (-5.542, 0.012, -5.160)
N (-5.406, -0.163, -3.676)
O (-5.431, 1.014, -2.934)
C (-4.517, 1.065, -5.511)
C (-6.935, 0.502, -5.548)
C (-4.877, -1.641, -1.730)
H (-7.379, -0.854, -1.923)
H (-7.312, -2.542, -1.977)
H (-7.800, -1.616, -3.399)
H (-4.144, -2.615, -3.967)
H (-5.613, -3.576, -3.516)
H (-6.756, -2.594, -5.208)
H (-5.311, -3.360, -6.052)
H (-5.700, -1.156, -6.889)
H (-4.107, -1.319, -6.169)
H (-4.844, 2.043, -5.160)
H (-3.486, 0.895, -5.199)
H (-4.498, 1.195, -6.593)
H (-7.113, 0.690, -6.607)
H (-7.710, -0.206, -5.255)
H (-7.382, 1.369, -5.062)
H (-4.875, -0.735, -1.123)
H (-3.825, -1.903, -1.844)
H (-5.246, -2.387, -1.027)
H (-4.494, 1.220, -2.914)
C (-1.582, 10.105, 0.503)
C (-1.551, 8.545, 0.702)
C (-2.439, 7.909, -0.441)
C (-2.201, 6.467, -0.658)
C (-0.752, 6.103, -0.886)
C (0.182, 6.579, 0.202)
N (-0.160, 8.025, 0.546)
O (0.751, 8.706, 1.340)
C (0.064, 5.609, 1.413)
C (1.598, 6.484, -0.406)
C (-2.228, 8.118, 2.022)
H (-1.212, 10.625, 1.387)
H (-2.555, 10.465, 0.171)
H (-0.873, 10.385, -0.276)
H (-3.502, 8.078, -0.265)
H (-2.161, 8.429, -1.358)
H (-2.857, 6.144, -1.467)
H (-2.628, 5.883, 0.158)
H (-0.423, 6.690, -1.744)
H (-0.597, 5.029, -0.985)
H (-1.000, 5.504, 1.622)
H (0.362, 4.613, 1.086)
H (0.544, 5.991, 2.314)
H (1.773, 5.506, -0.854)
H (1.806, 7.295, -1.104)
H (2.276, 6.757, 0.403)
H (-1.531, 8.369, 2.822)
H (-2.394, 7.049, 2.149)
H (-3.110, 8.707, 2.274)
H (0.629, 8.237, 2.168)
C (-1.708, 1.910, 4.630)
C (-2.720, 3.158, 4.732)
C (-3.891, 2.716, 5.637)
C (-3.462, 2.498, 7.131)
C (-3.019, 3.855, 7.585)
C (-1.881, 4.567, 6.767)
N (-2.117, 4.390, 5.334)
O (-1.250, 5.029, 4.514)
C (-1.874, 6.080, 7.104)
C (-0.530, 3.953, 7.193)
C (-3.336, 3.511, 3.325)
H (-2.174, 1.012, 4.223)
H (-1.258, 1.642, 5.586)
H (-0.861, 2.231, 4.023)
H (-4.644, 3.489, 5.486)
H (-4.386, 1.822, 5.259)
H (-2.636, 1.789, 7.086)
H (-4.248, 2.099, 7.773)
H (-2.629, 3.771, 8.599)
H (-3.878, 4.526, 7.583)
H (-1.229, 6.663, 6.447)
H (-2.881, 6.456, 6.920)
H (-1.610, 6.329, 8.131)
H (-0.624, 2.867, 7.198)
H (0.241, 4.187, 6.459)
H (-0.108, 4.262, 8.150)
H (-3.888, 4.451, 3.335)
H (-4.010, 2.761, 2.912)
H (-2.610, 3.633, 2.521)
H (-1.877, 5.503, 3.963)
C (2.025, -2.115, 4.041)
C (1.687, -1.985, 5.547)
C (0.062, -1.918, 5.691)
C (-0.601, -3.274, 5.458)
C (-0.030, -4.293, 6.425)
C (1.490, -4.473, 6.351)
N (2.150, -3.152, 6.351)
O (3.465, -3.228, 6.456)
C (1.941, -5.267, 7.676)
C (1.875, -5.444, 5.159)
C (2.197, -0.638, 6.075)
H (1.732, -1.192, 3.542)
H (1.395, -2.796, 3.469)
H (3.049, -2.317, 3.728)
H (-0.268, -1.452, 6.620)
H (-0.234, -1.222, 4.906)
H (-0.418, -3.527, 4.414)
H (-1.685, -3.174, 5.516)
H (-0.423, -5.293, 6.244)
H (-0.390, -4.010, 7.414)
H (1.798, -4.794, 8.648)
H (1.329, -6.168, 7.733)
H (2.965, -5.617, 7.553)
H (2.951, -5.585, 5.063)
H (1.413, -6.424, 5.276)
H (1.453, -5.030, 4.243)
H (3.222, -0.384, 5.806)
H (2.148, -0.730, 7.160)
H (1.581, 0.183, 5.708)
H (3.667, -3.591, 5.591)
C (2.640, -4.850, -4.679)
C (1.365, -5.517, -5.109)
C (0.865, -6.274, -3.817)
C (-0.548, -6.747, -3.917)
C (-1.475, -5.591, -4.287)
C (-1.106, -4.853, -5.572)
N (0.349, -4.530, -5.519)
O (0.735, -3.736, -6.560)
C (-1.479, -5.759, -6.778)
C (-1.935, -3.610, -5.564)
C (1.652, -6.608, -6.155)
H (3.038, -4.304, -5.535)
H (3.335, -5.621, -4.348)
H (2.460, -4.053, -3.957)
H (1.507, -7.152, -3.742)
H (1.006, -5.773, -2.859)
H (-0.767, -6.979, -2.875)
H (-0.710, -7.586, -4.594)
H (-1.426, -4.908, -3.439)
H (-2.493, -5.940, -4.467)
H (-0.915, -5.507, -7.676)
H (-1.242, -6.814, -6.641)
H (-2.547, -5.758, -6.995)
H (-1.951, -3.152, -6.553)
H (-2.984, -3.900, -5.520)
H (-1.581, -2.898, -4.819)
H (2.519, -7.240, -5.964)
H (2.004, -6.248, -7.121)
H (0.794, -7.254, -6.337)
H (1.049, -4.361, -7.217)
C (0.152, -2.055, -2.066)
C (-0.669, -0.796, -1.579)
C (-1.622, -1.270, -0.475)
C (-0.941, -1.416, 0.948)
C (-0.580, -0.013, 1.361)
C (0.448, 0.560, 0.331)
N (0.110, 0.332, -1.110)
O (1.018, 0.734, -2.023)
C (0.627, 2.068, 0.557)
C (1.783, -0.085, 0.728)
C (-1.681, -0.333, -2.767)
H (0.730, -1.918, -2.980)
H (-0.497, -2.907, -2.266)
H (0.868, -2.361, -1.303)
H (-2.478, -0.618, -0.297)
H (-1.916, -2.304, -0.652)
H (-0.062, -2.056, 0.868)
H (-1.560, -1.935, 1.681)
H (-0.125, -0.056, 2.351)
H (-1.409, 0.693, 1.400)
H (1.347, 2.508, -0.132)
H (-0.241, 2.578, 0.140)
H (0.906, 2.324, 1.579)
H (1.941, 0.101, 1.791)
H (1.906, -1.150, 0.529)
H (2.616, 0.433, 0.252)
H (-1.881, -1.143, -3.469)
H (-1.131, 0.341, -3.425)
H (-2.622, 0.126, -2.463)
H (0.500, 1.302, -2.597)
C (3.475, -1.337, -3.962)
C (4.845, -0.581, -3.876)
C (5.994, -1.622, -3.698)
C (6.289, -2.406, -4.992)
C (6.706, -1.448, -6.090)
C (5.715, -0.314, -6.387)
N (5.195, 0.246, -5.053)
O (4.365, 1.341, -5.144)
C (6.393, 0.732, -7.262)
C (4.601, -1.011, -7.222)
C (4.866, 0.314, -2.670)
H (2.668, -0.608, -4.029)
H (3.165, -1.817, -3.034)
H (3.477, -2.092, -4.748)
H (6.789, -1.142, -3.127)
H (5.602, -2.378, -3.016)
H (5.510, -3.075, -5.359)
H (7.134, -3.068, -4.806)
H (6.997, -2.071, -6.936)
H (7.659, -0.963, -5.881)
H (6.843, 0.277, -8.144)
H (5.726, 1.489, -7.672)
H (7.185, 1.249, -6.720)
H (3.679, -0.434, -7.154)
H (4.897, -1.141, -8.263)
H (4.253, -2.006, -6.942)
H (5.821, 0.837, -2.621)
H (4.747, -0.276, -1.762)
H (4.077, 1.055, -2.538)
H (5.019, 2.021, -4.968)
C (5.286, 6.485, 4.595)
C (5.449, 5.246, 3.678)
C (6.577, 4.370, 4.356)
C (6.122, 3.605, 5.548)
C (4.903, 2.745, 5.254)
C (3.725, 3.577, 4.579)
N (4.307, 4.346, 3.491)
O (3.353, 4.929, 2.685)
C (2.702, 2.502, 4.088)
C (3.100, 4.446, 5.667)
C (6.012, 5.616, 2.339)
H (6.222, 7.042, 4.557)
H (5.067, 6.243, 5.635)
H (4.676, 7.221, 4.071)
H (6.868, 3.642, 3.599)
H (7.312, 5.113, 4.665)
H (6.027, 4.153, 6.485)
H (6.909, 2.914, 5.848)
H (4.497, 2.357, 6.189)
H (5.245, 2.000, 4.536)
H (2.615, 1.725, 4.848)
H (1.759, 2.996, 3.852)
H (3.026, 1.908, 3.234)
H (3.852, 4.928, 6.292)
H (2.469, 5.214, 5.220)
H (2.441, 3.788, 6.233)
H (5.506, 6.456, 1.862)
H (5.891, 4.899, 1.527)
H (7.065, 5.875, 2.446)
H (2.964, 5.584, 3.269)
C (-3.545, -6.057, -1.567)
C (-3.272, -5.960, -0.054)
C (-3.966, -7.227, 0.520)
C (-3.634, -7.617, 1.944)
C (-2.115, -7.678, 2.110)
C (-1.337, -6.407, 1.542)
N (-1.803, -6.034, 0.229)
O (-1.100, -4.923, -0.392)
C (-1.427, -5.272, 2.533)
C (0.152, -6.811, 1.329)
C (-3.993, -4.735, 0.567)
H (-2.895, -6.845, -1.948)
H (-3.300, -5.182, -2.169)
H (-4.545, -6.435, -1.777)
H (-5.042, -7.108, 0.390)
H (-3.806, -8.095, -0.120)
H (-4.200, -8.472, 2.313)
H (-4.036, -6.811, 2.559)
H (-1.647, -8.561, 1.675)
H (-2.053, -7.788, 3.193)
H (-2.444, -5.016, 2.829)
H (-0.871, -5.450, 3.454)
H (-0.956, -4.371, 2.141)
H (0.212, -7.172, 0.302)
H (0.852, -5.985, 1.205)
H (0.510, -7.406, 2.169)
H (-4.832, -4.419, -0.053)
H (-3.201, -4.010, 0.758)
H (-4.437, -4.905, 1.548)
H (-0.543, -5.315, -1.068)